(1)
A cluster of 8 separate species, C50H111N7O10 in total in a non-equilibrium geometry. Source: the Open Molecules 2025 dataset; level of theory: ωB97M-V/def2-TZVPD.

XYZ file:
```
178
C50H111N7O10 (ωB97M-V/def2-TZVPD)
C 1.21787 2.04446 -0.12631
C 0.36289 0.75505 -0.24949
C 1.04143 -0.53503 0.15208
C 0.97502 -0.77275 1.69154
C -0.48288 -0.65532 2.14532
C -1.14314 0.67474 1.78049
N -1.02153 0.79739 0.34747
O -1.61349 2.04203 -0.03652
C -2.61108 0.60525 2.17364
C -0.48186 1.80772 2.61619
C 0.24529 0.59039 -1.76893
H 2.08828 1.94680 -0.77565
H 1.58524 2.25003 0.85406
H 0.71138 2.90583 -0.52422
H 0.49205 -1.36181 -0.32943
H 2.04346 -0.50241 -0.23073
H 1.64314 -0.12780 2.21034
H 1.34273 -1.75478 2.11303
H -0.61309 -0.84323 3.20758
H -1.01063 -1.45749 1.60509
H -2.78233 0.34564 3.18406
H -3.05720 1.60141 2.14610
H -3.08319 -0.06309 1.50483
H -1.11582 2.67958 2.49290
H -0.49488 1.46309 3.64013
H 0.53549 2.09201 2.28128
H -0.21610 1.48145 -2.22107
H -0.34659 -0.29069 -1.95259
H 1.25599 0.50131 -2.15579
H -2.12028 1.85413 -0.80125
C 6.85642 -0.57259 -5.27634
C 5.88190 0.67387 -5.40041
C 4.47663 0.20307 -5.55913
C 3.92398 -0.28160 -4.26972
C 3.85861 0.81784 -3.23830
C 5.26084 1.40031 -2.99702
N 5.88053 1.53884 -4.27589
O 7.15332 2.24353 -4.17094
C 5.15088 2.80338 -2.26510
C 6.10276 0.55735 -1.98999
C 6.30002 1.44949 -6.65510
H 7.79914 -0.14472 -4.89616
H 7.10616 -1.05620 -6.26151
H 6.54239 -1.43082 -4.67394
H 3.85368 1.02097 -5.93225
H 4.49012 -0.57101 -6.33647
H 4.54333 -1.09024 -3.93541
H 2.90484 -0.66607 -4.36819
H 3.53811 0.37467 -2.27609
H 3.17255 1.59662 -3.52680
H 6.07033 3.03082 -1.71568
H 4.82254 3.59629 -2.91949
H 4.42531 2.75528 -1.45770
H 7.03988 0.96795 -1.80448
H 5.54180 0.46138 -1.07732
H 6.22957 -0.42890 -2.40576
H 5.62617 2.31543 -6.78451
H 6.12577 0.85152 -7.53016
H 7.26002 1.91956 -6.63462
H 7.67947 1.76036 -3.52563
C 1.03449 3.86982 -7.74304
C 0.59167 3.20440 -6.47420
C 1.48494 3.70945 -5.29582
C 0.85667 3.46677 -3.96573
C -0.53789 3.97144 -3.86575
C -1.49266 3.38760 -4.88963
N -0.88015 3.70444 -6.21262
O -1.68592 3.12104 -7.24325
C -1.91505 1.93454 -4.63441
C -2.69559 4.30182 -4.83501
C 0.77542 1.66260 -6.51925
H 0.89892 4.97623 -7.71703
H 0.43514 3.33634 -8.49828
H 2.10248 3.59356 -7.88617
H 2.39043 3.18098 -5.38868
H 1.73821 4.71658 -5.56518
H 1.53586 3.92047 -3.29239
H 0.84901 2.36840 -3.75304
H -0.54444 5.05811 -3.87328
H -0.97797 3.67313 -2.83779
H -2.15361 1.52394 -5.58209
H -1.09588 1.40664 -4.13925
H -2.71717 1.92715 -3.95237
H -2.42864 5.36348 -4.95249
H -3.48299 3.97048 -5.48979
H -3.16665 4.28022 -3.79801
H -0.12320 1.19996 -6.86567
H 0.98296 1.23237 -5.53864
H 1.61936 1.48881 -7.20894
H -1.90354 3.88783 -7.77418
C -2.07436 -3.33867 -2.62812
C -2.56645 -4.12089 -1.40578
C -3.66189 -4.97779 -1.84144
C -4.24123 -5.91507 -0.73455
C -3.04501 -6.71682 -0.23458
C -1.81938 -5.93708 0.24305
N -1.44095 -5.02944 -0.85558
O -0.42627 -4.09926 -0.37050
C -2.20654 -5.22722 1.58730
C -0.76358 -6.98101 0.50265
C -3.00735 -3.01487 -0.42306
H -1.67014 -4.03882 -3.33603
H -1.38164 -2.67368 -2.15101
H -2.90989 -2.74398 -2.95958
H -4.42476 -4.31820 -2.25007
H -3.22096 -5.53431 -2.63479
H -5.01803 -6.59122 -1.08919
H -4.61036 -5.23466 0.04122
H -2.70084 -7.37882 -1.05275
H -3.21588 -7.22638 0.64184
H -1.50250 -4.50214 1.86849
H -3.17270 -4.78657 1.46866
H -2.19751 -5.98048 2.28040
H -1.22227 -7.79601 1.04649
H -0.43715 -7.37467 -0.44243
H 0.06755 -6.49267 0.99473
H -2.10327 -2.61405 -0.00698
H -3.82392 -3.41589 0.22470
H -3.41977 -2.20535 -1.05251
H 0.43225 -4.41961 -0.72221
C -1.16842 0.31829 5.89930
C -1.25817 0.42200 7.39615
C -1.76842 -0.83838 8.01413
C -0.83832 -2.01682 7.96186
C 0.37178 -1.65308 8.82749
C 1.02122 -0.30307 8.31480
N -0.06108 0.76659 8.19972
O 0.61485 1.89007 7.56380
C 1.90585 0.20516 9.43401
C 1.78865 -0.65644 7.08160
C -2.35369 1.46881 7.70572
H -0.95880 1.28730 5.47537
H -2.12924 -0.07003 5.55944
H -0.35820 -0.32219 5.57342
H -1.97863 -0.62808 9.05757
H -2.74431 -1.04954 7.51791
H -0.46840 -2.22259 6.92809
H -1.30281 -2.95816 8.26830
H 1.20629 -2.46141 8.84086
H 0.07598 -1.62192 9.91274
H 2.52888 1.06723 9.13656
H 1.33103 0.50489 10.31268
H 2.47370 -0.63891 9.79729
H 2.79246 -0.99049 7.38436
H 1.31684 -1.35567 6.43113
H 1.91009 0.27648 6.53700
H -2.45761 1.40275 8.77643
H -3.29728 1.05963 7.26058
H -2.09428 2.45481 7.26331
H 0.77317 2.50310 8.28137
C 1.91684 5.05942 1.25356
O 0.78426 5.23001 0.86035
N 2.13709 4.92604 2.68853
N 2.94297 4.76774 0.24732
H 1.19200 4.66811 3.02816
H 2.91808 4.37915 2.98203
H 3.90340 4.94109 0.40012
H 2.68057 5.06248 -0.70109
C -5.61494 -0.00098 -0.49347
C -4.68391 0.28273 -1.56520
O -4.74253 -0.64444 -2.72525
O -7.03635 0.06939 -0.97058
H -5.44036 0.70720 0.34190
H -5.47225 -1.02323 -0.11304
H -3.65789 0.28281 -1.13967
H -4.91704 1.28649 -1.95024
H -5.68575 -0.64795 -2.97698
H -7.49293 -0.63958 -0.55289
C -3.85927 -2.63533 3.93238
C -2.77907 -3.04962 4.93024
O -3.22345 -3.10913 6.27866
O -4.37225 -1.32488 4.08659
H -4.71883 -3.36492 3.93723
H -3.48969 -2.64963 2.88258
H -1.91081 -2.38961 4.94753
H -2.46347 -4.04466 4.64197
H -3.97837 -3.77078 6.29501
H -4.48184 -1.13157 5.01082
```

Computed properties:
orbital gap	8.7	eV
HOMO level	-8.32	eV
SMILES string	CC1(C)CCCC(C)(C)N1O.CC1(C)CCCC(C)(C)N1O.CC1(C)CCCC(C)(C)N1O.CC1(C)CCCC(C)(C)N1O.CC1(C)CCCC(C)(C)N1O.NC(N)=O.OCCO.OCCO
E_LUMO	0.4	eV


(2)
A cluster of 10 separate species, C50H115N5O10 in total in a non-equilibrium geometry. Source: the Open Molecules 2025 dataset; level of theory: ωB97M-V/def2-TZVPD.

XYZ file:
```
180
C50H115N5O10 (ωB97M-V/def2-TZVPD)
C 7.14007 -4.38038 -7.64368
C 8.17299 -4.64800 -6.49880
C 8.56786 -3.27391 -5.90997
C 7.64948 -2.54339 -4.90046
C 7.36684 -3.53320 -3.79099
C 6.68466 -4.81290 -4.29693
N 7.54076 -5.40156 -5.39268
O 7.08386 -6.60710 -5.77222
C 6.66112 -5.74440 -3.08295
C 5.27960 -4.42986 -4.76744
C 9.42056 -5.39485 -7.00194
H 7.73457 -3.92462 -8.43548
H 6.36573 -3.66540 -7.36564
H 6.75242 -5.36040 -7.92184
H 9.55674 -3.24011 -5.45274
H 8.77082 -2.47446 -6.62258
H 6.67876 -2.28641 -5.32448
H 8.09816 -1.64192 -4.48316
H 6.77122 -3.02634 -3.03175
H 8.17845 -3.91364 -3.17078
H 6.23293 -5.24675 -2.21284
H 6.18117 -6.71193 -3.23002
H 7.63855 -6.15586 -2.83110
H 4.59942 -4.22343 -3.94109
H 5.26313 -3.77741 -5.64044
H 4.90861 -5.34082 -5.23713
H 10.38508 -5.30832 -6.50164
H 9.51790 -5.20897 -8.07154
H 9.11835 -6.44212 -6.99960
H 7.68405 -7.21758 -5.33784
C 2.28222 1.16041 -0.04388
C 1.03925 1.67377 -0.81602
C 1.20781 1.16537 -2.26213
C -0.09981 1.10255 -3.06017
C -1.16655 0.28153 -2.30813
C -1.46538 0.81945 -0.88536
N -0.17038 1.11286 -0.21678
O -0.32031 1.48612 1.10796
C -2.30839 2.09344 -1.14319
C -2.24772 -0.20294 -0.06315
C 1.05221 3.19631 -0.73621
H 2.33563 1.56185 0.96810
H 3.20341 1.41573 -0.56763
H 2.37074 0.08103 0.07931
H 1.85601 1.82675 -2.83704
H 1.68835 0.18720 -2.28138
H 0.04467 0.55018 -3.98868
H -0.42185 2.12155 -3.27466
H -0.72923 -0.68175 -2.04551
H -2.04687 0.29277 -2.95078
H -3.24727 1.68168 -1.51342
H -2.57334 2.62775 -0.23082
H -1.72984 2.83906 -1.68854
H -2.80209 -0.80909 -0.77964
H -1.55550 -0.89041 0.42296
H -2.92671 0.25269 0.65759
H 0.43670 3.58093 -1.54942
H 2.01208 3.60873 -1.04712
H 0.72125 3.66219 0.19197
H 0.11588 0.74893 1.54142
C -10.76456 -4.38560 8.10214
C -9.50254 -3.68588 7.58324
C -9.15104 -2.63065 8.64858
C -7.74918 -1.99231 8.40305
C -6.68117 -3.20593 8.28279
C -7.05181 -4.23193 7.09237
N -8.44412 -4.68907 7.32398
O -8.86043 -5.68065 6.48970
C -6.78238 -3.59326 5.68993
C -6.22941 -5.51832 7.34300
C -9.91758 -2.88698 6.32170
H -10.56427 -4.96465 9.00364
H -11.07005 -5.24185 7.50080
H -11.61339 -3.73077 8.29905
H -9.96266 -1.90352 8.67423
H -9.16979 -3.15196 9.60564
H -7.36594 -1.38868 9.22575
H -7.69205 -1.29569 7.56664
H -6.70920 -3.54641 9.31787
H -5.65621 -2.86953 8.12670
H -7.24066 -2.61452 5.54800
H -5.70556 -3.45931 5.58687
H -7.06211 -4.25262 4.86828
H -5.14332 -5.42813 7.36286
H -6.46298 -5.97897 8.30288
H -6.45292 -6.22629 6.54494
H -9.94239 -3.45216 5.39001
H -9.20079 -2.10291 6.07769
H -10.93575 -2.51204 6.42576
H -8.79764 -6.47066 7.03150
C 3.60650 10.96189 7.74069
C 4.43206 10.59848 6.47201
C 5.86731 10.50773 6.96268
C 6.83215 9.84554 6.00727
C 6.30854 8.44563 5.64916
C 4.80531 8.41202 5.15156
N 3.90910 9.36703 5.88216
O 2.56865 9.28391 5.60305
C 4.77310 8.69629 3.71214
C 4.25025 6.98427 5.40084
C 4.42226 11.70920 5.43149
H 2.55307 10.76728 7.53938
H 3.60879 12.01925 8.00546
H 3.85975 10.34335 8.60172
H 6.30898 11.46795 7.22914
H 5.97004 9.84345 7.82074
H 7.76770 9.70840 6.54951
H 7.07578 10.47006 5.14778
H 6.52464 7.74431 6.45512
H 6.91162 8.23151 4.76681
H 5.37345 7.90931 3.25570
H 3.79722 8.65952 3.22799
H 5.15952 9.65685 3.37139
H 4.22826 6.66047 6.44140
H 3.19220 6.89548 5.15437
H 4.75961 6.20884 4.82867
H 4.59924 12.65451 5.94448
H 3.45971 11.87661 4.94818
H 5.25076 11.59968 4.73170
H 2.12839 8.98161 6.40079
C -7.53357 -4.72902 -8.24072
C -6.45293 -3.97602 -7.33925
C -6.98205 -3.65992 -5.92147
C -6.97886 -4.85628 -4.95319
C -5.62933 -5.58405 -4.95863
C -5.11393 -6.01341 -6.39504
N -5.28044 -4.85647 -7.27759
O -4.66083 -5.13267 -8.53236
C -3.56520 -6.32690 -6.23278
C -5.91675 -7.36878 -6.68633
C -6.01425 -2.63412 -7.99654
H -7.76129 -5.72585 -7.86314
H -7.15469 -4.98957 -9.22897
H -8.43094 -4.12070 -8.35385
H -6.49259 -2.82438 -5.42108
H -8.01103 -3.30042 -5.92778
H -7.73781 -5.57162 -5.27002
H -7.27243 -4.55230 -3.94843
H -5.64524 -6.40455 -4.24126
H -4.90506 -4.88513 -4.54027
H -3.40303 -6.86763 -5.30037
H -3.45305 -6.92720 -7.13566
H -2.90947 -5.45632 -6.24777
H -5.58677 -8.12017 -5.96896
H -6.99813 -7.23562 -6.65490
H -5.65180 -7.62348 -7.71250
H -5.96162 -2.76538 -9.07734
H -5.19513 -2.13042 -7.48330
H -6.81208 -1.90353 -7.86313
H -3.88866 -4.56452 -8.48187
C 1.55663 -4.92717 4.36605
O 2.83683 -4.57496 4.82753
H 1.03533 -5.57330 5.07234
H 0.97968 -4.10900 3.93496
H 1.64068 -5.55000 3.47547
H 3.34997 -5.37309 4.97339
C 2.72855 6.47115 -9.68577
O 2.71705 5.76889 -8.47882
H 3.64865 6.40271 -10.26612
H 1.86649 6.18345 -10.28756
H 2.65894 7.51771 -9.38917
H 1.92455 6.03146 -8.00489
C 6.12230 -0.92587 7.91438
O 5.55100 -0.59954 6.67333
H 6.69287 -0.08946 8.31806
H 5.31081 -1.23025 8.57540
H 6.78125 -1.79112 7.84211
H 5.05450 -1.39141 6.45420
C 7.59950 4.83089 -5.34443
O 7.23066 6.10088 -5.89258
H 8.64075 4.95592 -5.04729
H 7.04478 4.58896 -4.43786
H 7.60672 3.93652 -5.96746
H 6.42118 5.95412 -6.38736
C -6.75240 7.03192 2.26033
O -7.88122 7.68250 2.77941
H -5.87412 7.56811 2.61979
H -6.73124 6.00931 2.63702
H -6.75482 7.10808 1.17299
H -8.58776 7.06924 2.56418
```

Computed properties:
orbital gap	8.0	eV
HOMO level	-7.65	eV
SMILES string	CC1(C)CCCC(C)(C)N1O.CC1(C)CCCC(C)(C)N1O.CC1(C)CCCC(C)(C)N1O.CC1(C)CCCC(C)(C)N1O.CC1(C)CCCC(C)(C)N1O.CO.CO.CO.CO.CO
E_LUMO	0.3	eV


(3)
A structure of composition C50H24Cl4F5N4Tl. Source: the Open Molecules 2025 dataset; level of theory: ωB97M-V/def2-TZVPD.

XYZ file:
```
88
C50H24Cl4F5N4Tl (ωB97M-V/def2-TZVPD)
Tl 0.18988 0.08004 -0.02887
Cl -3.66465 6.06362 -6.43144
C -2.80374 5.03223 -5.30342
C -2.05815 5.58871 -4.28085
C -1.37012 4.77252 -3.40129
C -1.36516 3.36172 -3.50272
C -2.22560 2.85232 -4.50719
C -2.90750 3.65553 -5.40105
C -0.66336 2.46864 -2.57919
C -0.49996 1.12762 -2.97592
C -0.30348 0.63944 -4.32994
C -0.15940 -0.70784 -4.28331
C -0.29345 -1.10934 -2.90448
C -0.34795 -2.40904 -2.42421
C -0.19442 -3.50359 -3.42009
C -1.14422 -3.72493 -4.41509
C -0.99924 -4.75287 -5.33695
C 0.10974 -5.57303 -5.25112
Cl 0.30047 -6.88059 -6.40403
C 1.07143 -5.38723 -4.27287
C 0.91073 -4.35373 -3.36335
C -0.55143 -2.84190 -1.07298
N -0.56475 -2.01592 0.02027
C -0.75273 -2.77088 1.13730
C -0.78268 -2.25739 2.48475
C -0.96113 -3.28034 3.55277
C -2.18697 -3.44637 4.19302
C -2.35668 -4.38072 5.20600
C -1.28219 -5.17054 5.57012
Cl -1.48088 -6.35311 6.84949
C -0.05294 -5.04759 4.94636
C 0.09535 -4.10284 3.94169
C -0.64390 -0.94623 2.88664
C -0.65453 -0.46509 4.26210
C -0.46423 0.87082 4.23825
C -0.31913 1.27966 2.84643
N -0.46063 0.14548 2.07597
C -0.11028 2.55595 2.37432
C -0.06951 2.98963 0.98844
C 0.40019 4.21434 0.52032
C 0.29476 4.18390 -0.87633
C -0.26847 2.95400 -1.23526
N -0.45878 2.22035 -0.08656
C 0.11068 3.62608 3.37547
C -0.71686 4.75123 3.41657
C -0.53911 5.74729 4.36173
C 0.48981 5.62302 5.28120
Cl 0.72048 6.87594 6.48663
C 1.34174 4.53565 5.26192
C 1.14995 3.55058 4.30302
C -0.89658 -4.11975 0.75033
C -0.76623 -4.16459 -0.63364
N -0.44546 0.03949 -2.15126
H -2.01629 6.66427 -4.16297
H -0.84142 5.24964 -2.59760
H -2.41268 1.79065 -4.55617
H -3.54963 3.20915 -6.14989
H -0.21335 1.26227 -5.20530
H 0.03692 -1.36644 -5.11470
H -2.01022 -3.07663 -4.46048
H -1.73997 -4.92121 -6.10709
H 1.93256 -6.04023 -4.22772
H 1.64930 -4.19097 -2.58844
H -3.01786 -2.82091 3.89124
H -3.30937 -4.49713 5.70514
H 0.77349 -5.67743 5.24728
H 1.04966 -3.99061 3.44224
H -0.80269 -1.08380 5.13429
H -0.44386 1.53478 5.08782
H 0.80779 5.01380 1.11847
H 0.64948 4.95114 -1.54350
H -1.51344 4.83467 2.68864
H -1.19242 6.60902 4.39273
H 2.14979 4.46589 5.97786
H 1.82003 2.70129 4.26229
H -1.08425 -4.95037 1.41322
H -0.83178 -5.03748 -1.26432
F 2.37831 -2.37079 -0.67212
C 3.10154 -1.27651 -0.36806
C 2.47710 -0.08598 -0.05875
C 3.31743 0.97131 0.23388
F 2.82159 2.17335 0.54929
C 4.70050 0.86587 0.22599
F 5.48671 1.91471 0.51723
C 5.28172 -0.34819 -0.08780
F 6.61704 -0.47366 -0.10064
C 4.47944 -1.43221 -0.38834
F 5.05014 -2.61161 -0.69143
```

Computed properties:
orbital gap (spin up / spin down)	4.0 / 4.1	eV
HOMO level (spin up / spin down)	-0.38 / -0.48	eV
E_LUMO (spin up / spin down)	3.6 / 3.6	eV
total charge	-2